Computed, not measured: C44H32LiN4O5S4 as an isolated structure at a distorted geometry, with ωB97M-V/def2-TZVPD.

Element x y z (Å)
1 Li 13.386 1.448 18.245
2 C 11.990 -0.428 24.992
3 C 12.279 0.620 23.924
4 C 11.500 1.759 24.012
5 C 11.454 2.631 22.910
6 C 12.263 2.370 21.826
7 C 13.042 1.232 21.759
8 C 13.034 0.332 22.791
9 S 12.122 3.373 20.361
10 O 12.625 2.764 19.150
11 C 13.133 4.767 21.009
12 C 12.394 5.665 21.827
13 C 13.137 6.661 22.457
14 C 14.493 6.893 22.175
15 C 15.248 7.961 22.721
16 C 16.602 8.122 22.513
17 C 17.227 7.229 21.638
18 C 16.586 6.208 21.029
19 C 15.161 6.031 21.238
20 C 14.451 4.941 20.635
21 C 15.164 4.023 19.728
22 C 15.880 2.852 20.273
23 C 15.929 2.547 21.610
24 C 16.474 1.379 22.108
25 C 17.188 0.595 21.208
26 C 17.200 0.824 19.892
27 C 16.499 1.948 19.387
28 C 16.546 2.249 17.973
29 C 15.942 3.408 17.528
30 C 15.251 4.245 18.416
31 S 14.136 5.404 17.698
32 O 13.994 5.039 16.272
33 C 15.005 6.996 17.834
34 C 14.274 8.114 18.238
35 C 14.867 9.395 18.220
36 C 16.173 9.470 17.761
37 C 16.738 10.858 17.506
38 C 16.880 8.350 17.362
39 C 16.343 7.092 17.411
40 H 11.351 0.000 25.729
41 H 12.937 -0.835 25.402
42 H 11.575 -1.404 24.574
43 H 10.729 1.868 24.713
44 H 10.837 3.549 22.946
45 H 13.677 1.062 20.894
46 H 13.649 -0.477 22.661
47 H 11.371 5.596 22.078
48 H 12.576 7.380 23.094
49 H 14.771 8.640 23.463
50 H 17.180 8.851 23.017
51 H 18.291 7.430 21.434
52 H 17.109 5.562 20.351
53 H 15.381 3.217 22.277
54 H 16.433 1.148 23.182
55 H 17.696 -0.346 21.620
56 H 17.779 0.209 19.199
57 H 17.015 1.569 17.279
58 H 15.901 3.706 16.439
59 H 13.241 8.018 18.598
60 H 14.307 10.252 18.606
61 H 17.670 10.738 16.976
62 H 16.982 11.404 18.430
63 H 16.065 11.515 16.856
64 H 17.910 8.473 16.931
65 H 16.944 6.284 17.141
66 O 9.876 5.611 9.375
67 S 9.478 5.033 10.641
68 O 9.885 5.860 11.758
69 O 8.148 4.444 10.777
70 C 10.654 3.633 10.819
71 N 11.206 3.067 9.713
72 C 12.139 2.087 9.923
73 C 12.450 1.630 11.185
74 C 11.712 2.166 12.193
75 N 10.879 3.168 12.059
76 C 11.974 1.754 13.609
77 C 12.026 2.787 14.560
78 C 12.385 2.557 15.857
79 N 12.792 1.322 16.310
80 C 12.666 0.348 15.353
81 C 12.298 0.501 14.050
82 H 12.700 1.710 9.092
83 H 13.378 1.197 11.478
84 H 11.702 3.797 14.251
85 H 12.558 3.303 16.635
86 H 12.942 -0.644 15.776
87 H 12.360 -0.239 13.285
88 S 14.048 -0.694 19.014
89 C 15.292 -0.978 17.820
90 N 16.122 -0.962 16.999

Computed properties:
HOMO level: -5.23 eV
orbital gap: 6.2 eV
DFT total energy: -3891.485210 a.u.
maximum force: 4.536 eV/A
charge: -1
LUMO level: 1.0 eV

Computed, not measured: C44H32N6S3SbTi as an isolated structure at a distorted geometry, with ωB97M-V/def2-TZVPD.

Element x y z (Å)
1 Ti 0.261 0.683 -0.114
2 C 5.325 -0.984 5.640
3 C 4.240 -1.816 5.392
4 C 3.314 -1.496 4.409
5 C 3.438 -0.332 3.643
6 C 4.538 0.491 3.904
7 C 5.469 0.171 4.882
8 C 2.470 0.028 2.582
9 C 1.063 -0.131 2.815
10 C 0.440 -0.565 3.971
11 C -0.905 -0.839 3.646
12 C -1.064 -0.544 2.317
13 N 0.128 -0.083 1.782
14 C -2.314 -0.589 1.468
15 C -2.612 0.818 1.015
16 C -3.722 1.601 1.227
17 C -3.426 2.868 0.685
18 C -2.145 2.795 0.146
19 C -1.441 3.818 -0.572
20 C -2.067 5.156 -0.708
21 C -1.377 6.314 -0.337
22 C -1.955 7.571 -0.453
23 C -3.248 7.710 -0.943
24 C -3.946 6.572 -1.324
25 C -3.361 5.317 -1.209
26 C -0.210 3.611 -1.182
27 N 0.583 2.478 -1.052
28 C 1.652 2.636 -1.924
29 C 2.816 1.840 -1.883
30 C 3.792 1.984 -2.998
31 C 5.142 2.264 -2.785
32 C 6.027 2.408 -3.848
33 C 5.583 2.285 -5.156
34 C 4.238 2.025 -5.387
35 C 3.361 1.879 -4.322
36 C 3.108 1.098 -0.758
37 C 4.322 0.406 -0.452
38 C 4.261 0.031 0.847
39 C 2.961 0.386 1.350
40 N 2.247 1.031 0.350
41 C 1.500 3.846 -2.644
42 C 0.374 4.463 -2.171
43 N -1.634 1.520 0.351
44 C -3.480 -1.166 2.277
45 C -4.087 -2.373 1.960
46 C -5.140 -2.869 2.727
47 C -5.607 -2.164 3.824
48 C -5.005 -0.953 4.153
49 C -3.957 -0.466 3.389
50 H 6.045 -1.233 6.410
51 H 4.118 -2.733 5.957
52 H 2.497 -2.174 4.197
53 H 4.646 1.402 3.328
54 H 6.308 0.836 5.058
55 H 0.906 -0.681 4.937
56 H -1.653 -1.254 4.301
57 H -4.639 1.296 1.704
58 H -4.067 3.735 0.691
59 H -0.372 6.210 0.054
60 H -1.394 8.447 -0.147
61 H -3.703 8.690 -1.029
62 H -4.951 6.658 -1.721
63 H -3.905 4.438 -1.534
64 H 5.495 2.408 -1.772
65 H 7.069 2.627 -3.646
66 H 6.272 2.399 -5.985
67 H 3.867 1.927 -6.400
68 H 2.316 1.666 -4.514
69 H 5.117 0.195 -1.147
70 H 5.009 -0.511 1.404
71 H 2.195 4.223 -3.379
72 H -0.039 5.405 -2.498
73 H -3.725 -2.934 1.108
74 H -5.591 -3.817 2.457
75 H -6.427 -2.549 4.419
76 H -5.351 -0.386 5.010
77 H -3.494 0.476 3.651
78 S -0.254 -4.765 -1.002
79 Sb 0.111 -2.952 0.345
80 S -1.975 -1.533 -0.089
81 S 1.190 -1.321 -1.122
82 N -0.368 0.165 -3.434
83 N -0.928 0.641 -2.183
84 H -0.098 -0.796 -3.220
85 H 0.538 0.631 -3.480
86 H -1.710 0.035 -1.945
87 H -1.311 1.564 -2.365

Computed properties:
spin multiplicity: 2
HOMO level (spin up / spin down): -0.34 / -1.30 eV
orbital gap (spin up / spin down): 4.5 / 5.5 eV
DFT total energy: -4308.967073 a.u.
maximum force: 1.324 eV/A
charge: -2
<S²>: 0.95
LUMO level (spin up / spin down): 4.2 / 4.2 eV

Computed, not measured: C44H34BrCsN8O2P as an isolated structure, with ωB97M-V/def2-TZVPD.

Element x y z (Å)
1 Cs -0.239 -0.668 -0.010
2 C -2.419 0.202 -4.272
3 C -1.502 0.700 -5.196
4 C -0.262 1.123 -4.775
5 C 0.079 1.048 -3.408
6 N -0.827 0.572 -2.545
7 C -2.022 0.148 -2.949
8 N 1.325 1.577 -3.083
9 C 2.094 1.535 -2.033
10 N 2.049 0.868 -0.848
11 C 3.144 1.154 -0.093
12 N 3.564 0.783 1.084
13 C 3.016 -0.052 2.053
14 C 3.815 -0.292 3.189
15 C 3.332 -1.095 4.200
16 C 2.061 -1.662 4.105
17 C 1.327 -1.390 2.965
18 N 1.809 -0.615 1.995
19 C 4.015 2.099 -0.872
20 C 5.232 2.681 -0.588
21 C 5.791 3.519 -1.552
22 C 5.137 3.754 -2.759
23 C 3.908 3.159 -3.035
24 C 3.366 2.334 -2.072
25 H -3.400 -0.138 -4.575
26 H -1.766 0.754 -6.246
27 H 0.465 1.525 -5.467
28 H -2.674 -0.231 -2.161
29 H 4.795 0.161 3.242
30 H 3.944 -1.284 5.075
31 H 1.661 -2.285 4.895
32 H 0.308 -1.806 2.826
33 H 5.725 2.484 0.356
34 H 6.746 3.994 -1.364
35 H 5.595 4.409 -3.492
36 H 3.385 3.327 -3.967
37 O -4.603 -1.682 1.943
38 C -3.698 -0.902 1.630
39 O -2.494 -1.174 1.343
40 C -3.999 0.620 1.684
41 P -2.516 1.572 1.152
42 C -3.149 3.305 1.229
43 C -2.904 4.132 0.136
44 C -3.354 5.448 0.119
45 C -4.060 5.950 1.200
46 C -4.311 5.136 2.299
47 C -3.856 3.827 2.312
48 C -1.430 1.571 2.638
49 C -0.364 2.472 2.650
50 C 0.543 2.487 3.698
51 C 0.392 1.604 4.758
52 C -0.665 0.706 4.756
53 C -1.564 0.677 3.697
54 H -4.326 0.864 2.698
55 H -4.821 0.865 1.009
56 H -2.353 3.734 -0.710
57 H -3.150 6.077 -0.739
58 H -4.414 6.974 1.192
59 H -4.859 5.526 3.148
60 H -4.042 3.203 3.179
61 H -0.234 3.157 1.818
62 H 1.378 3.177 3.678
63 H 1.107 1.602 5.571
64 H -0.778 0.002 5.572
65 H -2.357 -0.060 3.689
66 Br 4.212 -4.862 2.566
67 C 2.342 -4.673 2.366
68 C 1.490 -5.024 3.396
69 C 0.132 -4.825 3.211
70 C -0.305 -4.294 2.006
71 N 0.522 -3.978 1.011
72 C 1.825 -4.154 1.189
73 H 1.883 -5.424 4.321
74 H -0.577 -5.063 3.992
75 H -1.358 -4.084 1.842
76 H 2.478 -3.861 0.374
77 N -1.902 -4.566 -2.719
78 C -1.178 -4.000 -1.704
79 N -0.289 -3.150 -2.117
80 C -0.418 -3.139 -3.499
81 C 0.274 -2.392 -4.449
82 C -0.070 -2.561 -5.776
83 C -1.086 -3.450 -6.161
84 C -1.787 -4.195 -5.230
85 C -1.433 -4.019 -3.897
86 H -2.673 -5.199 -2.608
87 H -1.356 -4.246 -0.670
88 H 1.043 -1.694 -4.143
89 H 0.442 -1.985 -6.536
90 H -1.330 -3.550 -7.211
91 H -2.575 -4.873 -5.531

Computed properties:
HOMO level: -4.87 eV
orbital gap: 6.8 eV
DFT total energy: -5221.323669 a.u.
maximum force: 0.762 eV/A
charge: -1
LUMO level: 2.0 eV

Computed, not measured: C44H34MoN3O7P2S as an isolated structure at a distorted geometry, with ωB97M-V/def2-TZVPD.

Element x y z (Å)
1 Mo -0.374 0.097 -1.454
2 O -2.200 2.708 -0.313
3 S -1.528 1.490 0.166
4 C -2.788 0.435 0.898
5 C -4.011 1.000 1.215
6 C -5.009 0.190 1.738
7 C -4.773 -1.166 1.921
8 C -3.551 -1.723 1.569
9 C -2.542 -0.930 1.045
10 P -0.975 -1.627 0.415
11 C -1.288 -3.323 -0.195
12 C -1.716 -4.332 0.677
13 C -1.908 -5.624 0.217
14 C -1.649 -5.936 -1.111
15 C -1.213 -4.951 -1.982
16 C -1.045 -3.647 -1.535
17 C -0.012 -1.928 1.945
18 C -0.115 -1.046 3.023
19 C 0.666 -1.216 4.157
20 C 1.552 -2.280 4.243
21 C 1.653 -3.177 3.189
22 C 0.883 -3.001 2.046
23 C -0.616 1.985 1.638
24 C -1.347 2.494 2.704
25 C -0.684 2.913 3.842
26 C 0.704 2.832 3.908
27 C 1.426 2.347 2.831
28 C 0.771 1.923 1.676
29 P 1.678 1.301 0.223
30 C 2.191 2.743 -0.669
31 C 3.150 2.586 -1.723
32 C 3.020 3.274 -2.874
33 C 1.847 4.160 -3.079
34 C 1.222 4.630 -1.816
35 C 1.332 3.884 -0.698
36 C 3.229 0.650 0.924
37 C 4.380 1.438 0.983
38 C 5.537 0.943 1.565
39 C 5.559 -0.339 2.099
40 C 4.415 -1.122 2.060
41 C 3.257 -0.630 1.476
42 H -4.178 2.053 1.021
43 H -5.975 0.613 1.983
44 H -5.556 -1.804 2.310
45 H -3.406 -2.795 1.664
46 H -1.888 -4.116 1.724
47 H -2.251 -6.392 0.901
48 H -1.790 -6.950 -1.465
49 H -1.009 -5.184 -3.019
50 H -0.745 -2.884 -2.234
51 H -0.825 -0.232 2.995
52 H 0.565 -0.523 4.984
53 H 2.152 -2.419 5.136
54 H 2.326 -4.024 3.256
55 H 0.972 -3.717 1.244
56 H -2.427 2.554 2.648
57 H -1.248 3.302 4.681
58 H 1.224 3.154 4.802
59 H 2.507 2.288 2.886
60 H 3.940 1.848 -1.624
61 H 3.713 3.139 -3.694
62 H 2.051 4.962 -3.777
63 H 0.578 5.500 -1.855
64 H 0.742 4.133 0.178
65 H 4.373 2.445 0.589
66 H 6.423 1.564 1.603
67 H 6.466 -0.723 2.547
68 H 4.416 -2.117 2.487
69 H 2.370 -1.242 1.474
70 O -4.368 -0.916 -1.974
71 C -3.260 -0.476 -2.124
72 O -2.144 -0.989 -1.665
73 C -2.979 0.758 -2.933
74 C -3.878 1.383 -3.778
75 C -3.434 2.448 -4.543
76 C -2.102 2.841 -4.458
77 C -1.282 2.162 -3.586
78 N -1.723 1.161 -2.821
79 C 0.149 2.409 -3.328
80 O 0.693 3.454 -3.856
81 O 0.703 1.623 -2.576
82 H -4.892 1.009 -3.820
83 H -4.109 2.960 -5.217
84 H -1.700 3.647 -5.057
85 N 1.500 -1.366 -1.198
86 N 1.947 -1.828 -2.446
87 C 1.006 -1.741 -3.491
88 O 1.151 -2.406 -4.492
89 O 0.078 -0.887 -3.222
90 H 2.270 -0.904 -0.739
91 H 1.217 -2.143 -0.609
92 H 2.508 -2.663 -2.456

Computed properties:
HOMO level (spin up / spin down): -9.09 / -9.11 eV
orbital gap (spin up / spin down): 4.7 / 4.7 eV
DFT total energy: -3536.958263 a.u.
maximum force: 2.195 eV/A
charge: +1
LUMO level (spin up / spin down): -4.4 / -4.4 eV

Computed, not measured: C44H35AsClMnN2O3S as an isolated structure, with ωB97M-V/def2-TZVPD.

Element x y z (Å)
1 Mn 0.518 0.463 0.763
2 Cl -3.144 -2.972 -4.229
3 C -2.540 -1.894 -3.013
4 C -3.433 -1.315 -2.093
5 C -2.986 -0.462 -1.121
6 C -1.617 -0.178 -0.974
7 O -1.229 0.627 -0.006
8 C -0.733 -0.726 -1.939
9 C 0.595 -0.236 -2.035
10 N 1.215 0.379 -1.074
11 C 2.255 1.325 -1.315
12 C 3.242 1.283 -2.247
13 C 4.098 2.402 -2.404
14 C 3.935 3.530 -1.654
15 C 2.918 3.584 -0.670
16 C 2.656 4.702 0.154
17 C 1.643 4.644 1.067
18 C 0.904 3.461 1.203
19 N 1.125 2.401 0.465
20 C 2.107 2.459 -0.493
21 C -1.221 -1.577 -2.960
22 H -4.490 -1.551 -2.169
23 H -3.673 -0.002 -0.422
24 H 1.076 -0.280 -3.010
25 H 3.382 0.401 -2.864
26 H 4.887 2.360 -3.146
27 H 4.580 4.389 -1.798
28 H 3.259 5.598 0.049
29 H 1.411 5.486 1.707
30 H 0.121 3.383 1.936
31 H -0.533 -1.984 -3.696
32 S 2.551 0.376 1.930
33 C 2.160 -0.376 3.476
34 C 3.199 -0.971 4.193
35 C 2.994 -1.379 5.503
36 C 1.753 -1.217 6.112
37 C 0.705 -0.676 5.388
38 C 0.905 -0.273 4.071
39 As -0.516 0.438 2.993
40 C -1.694 -1.051 2.697
41 C -1.056 -2.402 2.658
42 C -1.859 -3.416 1.843
43 C -3.320 -3.155 1.640
44 C -3.829 -1.959 1.914
45 C -2.963 -0.852 2.359
46 C -1.461 1.590 4.228
47 C -2.473 1.066 5.024
48 C -3.080 1.871 5.980
49 C -2.686 3.194 6.136
50 C -1.673 3.714 5.342
51 C -1.061 2.912 4.390
52 H 4.170 -1.090 3.724
53 H 3.813 -1.824 6.056
54 H 1.601 -1.527 7.139
55 H -0.269 -0.562 5.847
56 H -0.722 -2.679 3.644
57 H -1.705 -4.437 2.188
58 H -3.943 -3.967 1.272
59 H -4.888 -1.762 1.776
60 H -3.389 0.144 2.394
61 H -2.789 0.043 4.907
62 H -3.865 1.460 6.604
63 H -3.168 3.820 6.879
64 H -1.355 4.742 5.467
65 H -0.255 3.320 3.801
66 C 5.076 -5.444 1.801
67 C 3.730 -4.764 1.741
68 C 2.926 -4.646 2.859
69 C 1.678 -4.017 2.840
70 C 0.917 -4.090 4.154
71 C 1.224 -3.435 1.641
72 C 1.990 -3.644 0.471
73 C 1.515 -3.312 -0.930
74 C 3.220 -4.280 0.545
75 C -0.013 -2.526 1.501
76 O -1.046 -3.159 0.672
77 O 0.392 -1.319 0.965
78 H 5.376 -5.647 2.829
79 H 5.847 -4.828 1.333
80 H 5.051 -6.397 1.264
81 H 3.275 -5.065 3.800
82 H 1.418 -4.800 4.810
83 H -0.102 -4.451 4.020
84 H 0.887 -3.139 4.686
85 H 0.616 -2.720 -0.954
86 H 1.298 -4.244 -1.459
87 H 2.304 -2.794 -1.485
88 H 3.789 -4.421 -0.374

Computed properties:
spin multiplicity: 4
HOMO level (spin up / spin down): -10.38 / -10.40 eV
orbital gap (spin up / spin down): 6.0 / 6.8 eV
DFT total energy: -6277.865710 a.u.
maximum force: 0.774 eV/A
charge: +1
<S²>: 3.96
LUMO level (spin up / spin down): -4.4 / -3.6 eV